A molecular structure, C46H76GeN6O2P3SiTi, computed with ωB97M-V with the def2-TZVPD basis set.

LUMO in eV: -2.5262
Relative energy (zero: lowest compared OMol25 entry of this formula, charge and spin) in kJ/mol: 23.8
Multiplicity: 1
Total charge: +1
Orbital gap in eV: 6.856
Maximum force in eV/A: 0.988

```
136
Properties=species:S:1:pos:R:3:forces:R:3
Ti 0.2310 0.2543 0.6190 -0.1 0.4 -0.1
C -1.2775 5.0961 2.4646 0.0 0.1 0.0
C -1.2275 4.1884 1.2355 -0.1 0.1 0.0
C -1.2907 5.0342 -0.0365 0.0 0.1 0.0
P 0.1975 3.0036 1.2272 -0.1 -0.3 0.1
C 0.3553 2.6693 3.0240 -0.1 0.1 0.0
N -0.8744 2.0228 3.4407 0.2 0.0 0.4
Ge -1.6761 0.6427 2.3694 0.0 0.0 -0.1
N -1.9866 -1.0061 3.2947 -0.3 -0.2 0.1
C -1.2445 -2.2160 3.0322 0.1 0.0 0.0
P 0.3859 -1.9540 2.2353 -0.2 0.6 0.0
C 0.8312 -3.6516 1.6491 0.1 0.0 -0.1
C 0.2894 -4.8095 2.4948 0.0 0.0 0.0
C 0.4353 -3.8911 0.2008 0.0 -0.1 -0.1
C 1.5595 -1.6723 3.6330 0.0 -0.1 0.1
C 1.8137 -2.8660 4.5527 0.1 0.0 0.0
C 1.1124 -0.4798 4.4666 0.0 0.0 0.1
C -3.2829 -1.2162 3.7709 0.0 -0.1 0.1
C -3.9267 -2.4490 3.8850 0.0 0.0 0.0
C -5.2566 -2.5012 4.3025 0.1 0.0 0.0
C -5.9624 -1.3499 4.6053 0.1 0.0 0.0
C -5.3175 -0.1169 4.5292 -0.1 0.0 0.0
C -3.9985 -0.0721 4.1443 0.3 0.1 -0.1
N -3.2000 1.1213 4.0696 -0.3 0.1 0.3
C -2.3225 1.3575 5.1899 0.0 0.0 -0.3
C -2.6241 1.0702 6.4998 0.0 0.1 0.1
C -1.7004 1.3903 7.4945 0.0 0.0 -0.1
C -0.5021 1.9912 7.1450 0.0 0.0 0.0
C -0.1830 2.2440 5.8120 0.0 0.0 0.1
C -1.0889 1.9032 4.8111 0.0 0.1 0.0
C -3.8953 2.2823 3.5843 0.2 -0.2 -0.1
C -4.4726 3.2333 4.3934 -0.1 0.1 0.0
C -5.1670 4.2940 3.8159 0.0 0.0 0.0
C -5.2669 4.3627 2.4367 0.0 0.0 0.0
C -4.6525 3.4152 1.6199 0.0 0.0 0.1
C -3.9284 2.3640 2.1877 -0.1 0.0 -0.1
N -3.1835 1.4263 1.4657 -0.3 0.2 0.0
C -3.1579 1.6678 0.0358 0.0 0.0 0.0
P -2.0179 0.5168 -0.7953 0.0 -0.1 0.2
C -3.0240 -1.0282 -1.0058 -0.1 0.0 -0.1
C -2.6329 -2.0521 0.0423 0.0 -0.1 0.1
C -4.5407 -0.8379 -0.9588 0.0 0.0 0.0
C -1.8807 1.1490 -2.5239 -0.1 0.1 -0.1
C -3.2138 1.5170 -3.1765 0.0 0.0 0.0
C -0.8927 2.3056 -2.6567 0.0 0.0 0.0
C 1.6258 4.1112 0.8395 0.1 0.1 -0.1
C 1.9804 4.0440 -0.6485 0.0 0.0 0.0
C 2.8483 3.8757 1.7247 0.0 0.1 0.0
H -2.0929 5.8107 2.3295 0.0 0.0 0.0
H -0.3567 5.6726 2.5921 0.0 0.0 0.0
H -1.4838 4.5400 3.3777 0.0 0.0 0.0
H -2.1104 3.5597 1.2796 0.0 0.0 0.0
H -0.5590 5.8446 -0.0111 0.0 0.0 0.0
H -2.2787 5.4922 -0.1156 0.0 0.0 0.0
H -1.1153 4.4615 -0.9434 0.0 0.0 0.0
H 0.4737 3.6245 3.5414 0.0 0.0 0.0
H 1.2744 2.1021 3.2121 0.0 0.0 0.0
H -1.7850 -2.9068 2.3733 0.0 0.0 0.0
H -1.0743 -2.7687 3.9646 0.0 0.0 0.0
H 1.9257 -3.6447 1.7067 0.0 0.0 0.0
H -0.7766 -4.9531 2.3113 0.0 0.0 0.0
H 0.4359 -4.6966 3.5636 0.0 0.0 0.0
H 0.7931 -5.7279 2.1857 0.0 0.0 0.0
H -0.6358 -4.0728 0.1277 -0.1 0.0 0.0
H 0.9405 -4.7763 -0.1915 0.0 0.0 0.0
H 0.6812 -3.0435 -0.4295 0.0 0.1 -0.1
H 2.4966 -1.4235 3.1307 0.0 0.0 0.0
H 0.9015 -3.2060 5.0465 0.0 0.0 0.0
H 2.4989 -2.5464 5.3406 0.0 0.0 0.0
H 2.2739 -3.7123 4.0448 0.0 0.0 0.0
H 0.1954 -0.7017 5.0171 0.0 0.0 0.0
H 0.9252 0.3982 3.8594 0.0 0.0 0.0
H 1.8850 -0.2220 5.1932 0.0 0.0 0.0
H -3.4099 -3.3691 3.6506 0.0 0.0 0.0
H -5.7433 -3.4648 4.3820 0.0 0.0 0.0
H -6.9967 -1.4035 4.9150 0.0 0.0 0.0
H -5.8388 0.8004 4.7736 0.0 0.0 0.0
H -3.5743 0.6120 6.7468 0.0 0.0 0.0
H -1.9270 1.1800 8.5305 0.0 0.0 0.0
H 0.2098 2.2557 7.9165 0.0 0.0 0.0
H 0.7752 2.6781 5.5587 0.0 0.0 0.0
H -4.3837 3.1441 5.4697 0.0 0.0 0.0
H -5.6330 5.0436 4.4401 0.0 0.0 0.0
H -5.8243 5.1690 1.9770 0.0 0.0 0.0
H -4.7357 3.5085 0.5463 0.0 0.0 0.0
H -2.8277 2.6847 -0.2260 0.0 0.0 0.0
H -4.1562 1.5596 -0.3932 0.0 0.0 0.0
H -2.7234 -1.4009 -1.9904 0.0 0.0 0.0
H -3.0148 -1.7526 1.0201 0.0 0.0 0.0
H -1.5511 -2.1606 0.1023 0.1 0.0 0.0
H -3.0575 -3.0322 -0.1945 0.0 0.0 0.0
H -4.8534 -0.5288 0.0414 0.0 0.0 0.0
H -5.0271 -1.7918 -1.1744 0.0 0.0 0.0
H -4.9161 -0.1112 -1.6760 0.0 0.0 0.0
H -1.4614 0.2892 -3.0453 0.0 0.0 0.0
H -3.7447 2.2899 -2.6168 0.0 0.0 0.0
H -3.8734 0.6592 -3.2932 0.0 0.0 0.0
H -3.0243 1.9169 -4.1753 0.0 0.0 0.0
H -1.3742 3.2450 -2.3866 0.0 0.0 0.0
H -0.5683 2.4020 -3.6952 0.0 0.0 0.0
H -0.0025 2.1831 -2.0368 0.0 0.0 0.0
H 1.2453 5.1130 1.0576 0.0 0.0 0.0
H 2.8030 4.7277 -0.8692 0.0 0.0 0.0
H 1.1415 4.3189 -1.2884 0.0 0.0 0.0
H 2.2930 3.0364 -0.9276 0.0 0.0 0.0
H 3.1510 2.8332 1.7435 0.0 -0.1 0.0
H 2.6683 4.1835 2.7553 0.0 0.0 0.0
H 3.6835 4.4705 1.3481 0.0 0.0 0.0
C 4.2218 1.0778 -0.4690 0.0 0.2 -0.1
C 2.7964 0.6293 -0.4000 0.1 -0.2 0.3
N 2.1376 0.4933 0.8093 0.6 -0.1 0.1
O 2.9432 0.5492 1.9650 0.1 0.1 -0.2
C 2.0377 0.2394 -1.4644 -0.2 -0.1 0.1
C 2.3820 0.5265 -2.8933 0.0 0.1 0.0
N 0.8169 -0.3453 -1.1043 0.3 -0.6 -0.7
O 0.1384 -0.9971 -2.1472 0.1 0.0 -0.1
H 4.9125 0.2649 -0.2215 0.0 0.0 0.0
H 4.4285 1.9118 0.2022 0.0 0.0 0.0
H 4.4697 1.3942 -1.4807 0.0 0.0 0.0
H 3.7779 0.1130 1.7356 -0.1 0.0 0.0
H 2.8168 1.5220 -2.9918 0.0 0.0 0.0
H 1.4903 0.5001 -3.5152 0.0 0.0 0.0
H 3.0984 -0.1890 -3.3004 0.0 0.0 0.0
C -0.6800 -3.4399 -3.2455 -0.1 -0.2 0.0
Si 0.7163 -2.2237 -3.1987 -0.1 0.3 0.3
C 2.3364 -2.9009 -2.5866 0.1 -0.1 0.0
C 0.8878 -1.5705 -4.9266 0.0 0.1 -0.2
H -0.3110 -4.4205 -3.5604 0.0 0.0 0.0
H -1.4239 -3.1244 -3.9817 0.0 0.0 0.1
H -1.1772 -3.5584 -2.2842 0.0 0.0 0.1
H 2.3600 -3.9876 -2.6949 0.0 0.0 0.0
H 2.5158 -2.6626 -1.5392 0.0 0.0 0.1
H 3.1653 -2.4936 -3.1682 0.0 0.0 0.0
H 0.6913 -2.3912 -5.6232 0.0 0.0 0.0
H 1.8774 -1.1742 -5.1510 0.0 0.0 0.0
H 0.1484 -0.7922 -5.1351 0.0 0.0 0.0
```
Positions in Å, forces in eV/Å.